ORCA calculation (the ωB97M-V functional and the def2-TZVPD basis) on C24H32N2O4S in the gas phase.

ΔE to the lowest compared entry with this formula, charge and spin	34.6	kcal/mol
SMILES	CCO[C@H]1OC(C(=O)N2CCN(C)CC2)=C[C@@H](c2csc3ccccc23)[C@@H]1CCCO
gap between HOMO and LUMO	0.3296	Ha
spin multiplicity	1

Last columns: bonded neighbours and bond lengths (Å).
Element x y z (Å)
1 C -4.240 -1.102 0.342  C2 1.519, H32 1.086, H33 1.086, H34 1.086
2 C -3.002 -1.963 0.518  C1 1.519, O3 1.422, H35 1.097, H36 1.100
3 O -1.917 -1.116 0.873  C2 1.422, C4 1.396
4 C -0.697 -1.772 1.045  O3 1.396, O5 1.419, C27 1.536, H37 1.106
5 O -0.273 -2.245 -0.225  C4 1.419, C6 1.367
6 C 0.843 -1.707 -0.802  O5 1.367, C7 1.503, C16 1.328
7 C 0.920 -1.861 -2.295  C6 1.503, O8 1.218, N9 1.351
8 O 1.896 -2.364 -2.820  C7 1.218
9 N -0.147 -1.419 -2.996  C7 1.351, C10 1.444, C15 1.448
10 C -1.173 -0.527 -2.510  N9 1.444, C11 1.531, H38 1.095, H39 1.087
11 C -0.937 0.875 -3.077  C10 1.531, N12 1.450, H40 1.107, H41 1.093
12 N -0.956 0.821 -4.526  C11 1.450, C13 1.446, C14 1.453
13 C -0.872 2.136 -5.120  N12 1.446, H42 1.089, H43 1.089, H44 1.101
14 C 0.097 -0.059 -5.004  N12 1.453, C15 1.528, H45 1.105, H46 1.092
15 C -0.112 -1.465 -4.443  N9 1.448, C14 1.528, H47 1.094, H48 1.091
16 C 1.834 -1.160 -0.107  C6 1.328, C17 1.500, H49 1.076
17 C 1.719 -1.013 1.382  C16 1.500, C18 1.500, C27 1.544, H50 1.099
18 C 2.569 0.118 1.877  C17 1.500, C19 1.353, C26 1.436
19 C 3.453 0.011 2.895  C18 1.353, S20 1.731, H51 1.073
20 S 4.286 1.481 3.273  C19 1.731, C21 1.741
21 C 3.425 2.310 2.008  S20 1.741, C22 1.387, C26 1.408
22 C 3.560 3.645 1.656  C21 1.387, C23 1.379, H52 1.079
23 C 2.796 4.128 0.615  C22 1.379, C24 1.395, H53 1.079
24 C 1.914 3.291 -0.067  C23 1.395, C25 1.377, H54 1.080
25 C 1.780 1.966 0.282  C24 1.377, C26 1.397, H55 1.080
26 C 2.535 1.449 1.337  C18 1.436, C21 1.408, C25 1.397
27 C 0.238 -0.782 1.754  C4 1.536, C17 1.544, C28 1.532, H56 1.095
28 C 0.051 -0.849 3.273  C27 1.532, C29 1.528, H57 1.094, H58 1.094
29 C -1.334 -0.399 3.735  C28 1.528, C30 1.532, H59 1.091, H60 1.089
30 C -1.437 -0.317 5.261  C29 1.532, O31 1.407, H61 1.100, H62 1.092
31 O -1.396 -1.574 5.894  C30 1.407, H63 0.963
32 H -5.090 -1.728 0.084  C1 1.086
33 H -4.455 -0.569 1.265  C1 1.086
34 H -4.078 -0.374 -0.448  C1 1.086
35 H -2.765 -2.500 -0.409  C2 1.097
36 H -3.155 -2.705 1.316  C2 1.100
37 H -0.839 -2.683 1.656  C4 1.106
38 H -2.142 -0.893 -2.867  C10 1.095
39 H -1.187 -0.492 -1.424  C10 1.087
40 H 0.028 1.264 -2.697  C11 1.107
41 H -1.734 1.542 -2.741  C11 1.093
42 H -1.708 2.739 -4.769  C13 1.089
43 H -0.941 2.042 -6.202  C13 1.089
44 H 0.066 2.658 -4.872  C13 1.101
45 H 1.097 0.303 -4.704  C14 1.105
46 H 0.054 -0.092 -6.095  C14 1.092
47 H -1.065 -1.866 -4.802  C15 1.094
48 H 0.706 -2.122 -4.742  C15 1.091
49 H 2.717 -0.802 -0.607  C16 1.076
50 H 2.057 -1.942 1.862  C17 1.099
51 H 3.684 -0.866 3.468  C19 1.073
52 H 4.250 4.281 2.189  C22 1.079
53 H 2.884 5.163 0.323  C23 1.079
54 H 1.330 3.691 -0.883  C24 1.080
55 H 1.104 1.322 -0.261  C25 1.080
56 H -0.057 0.215 1.410  C27 1.095
57 H 0.803 -0.201 3.733  C28 1.094
58 H 0.245 -1.875 3.602  C28 1.094
59 H -1.547 0.586 3.320  C29 1.091
60 H -2.094 -1.089 3.370  C29 1.089
61 H -0.642 0.335 5.652  C30 1.100
62 H -2.402 0.111 5.542  C30 1.092
63 H -0.549 -1.989 5.701  O31 0.963

Atomic charges from the natural (NBO) analysis, expressed in e, are listed below: -0.620 -0.068 -0.548 0.397 -0.523 0.225 0.642 -0.611 -0.424 -0.232 -0.232 -0.438 -0.405 -0.232 -0.231 -0.260 -0.223 -0.046 -0.363 0.397 -0.174 -0.215 -0.206 -0.236 -0.144 -0.117 -0.258 -0.393 -0.424 -0.054 -0.715 0.215 0.213 0.210 0.183 0.168 0.156 0.200 0.238 0.161 0.205 0.200 0.202 0.164 0.170 0.206 0.197 0.248 0.241 0.218 0.234 0.220 0.216 0.214 0.211 0.227 0.218 0.187 0.209 0.208 0.151 0.181 0.460

---

ORCA calculation (the ωB97M-V functional and the def2-TZVPD basis) on a 6-piece molecular cluster, C18H35Br10F2NO4S2 overall at a distorted geometry.

SMILES	C[C@H](F)[C@@]1(S)OS(=O)(=O)O[C@@]1(F)CCCCN.BrCCBr.BrCCBr.BrCCBr.BrCCBr.BrCCBr
gap between HOMO and LUMO	0.3385	Ha
spin multiplicity	1

Last columns: bonded neighbours and bond lengths (Å).
Element x y z (Å)
1 C -1.039 2.629 1.705  C2 1.640, H18 1.188, H19 1.178, H20 1.193
2 C -2.160 3.008 2.841  C1 1.640, F3 1.492, C4 1.639, H21 1.171
3 F -1.476 3.132 4.162  C2 1.492
4 C -3.375 1.921 3.009  C2 1.639, S5 1.887, O6 1.495, C11 1.639
5 S -3.399 1.122 4.719  C4 1.887, H22 1.411
6 O -4.622 2.743 2.957  C4 1.495, S7 1.734
7 S -5.056 2.701 1.279  O6 1.734, O8 1.576, O9 1.573, O10 1.739
8 O -4.635 4.151 0.830  S7 1.576
9 O -6.548 2.300 0.979  S7 1.573
10 O -4.052 1.444 0.620  S7 1.739, C11 1.472
11 C -3.633 0.778 1.863  C4 1.639, O10 1.472, F12 1.501, C13 1.641
12 F -4.925 0.170 2.326  C11 1.501
13 C -2.536 -0.435 1.727  C11 1.641, C14 1.663, H23 1.194, H24 1.194
14 C -3.189 -1.825 1.087  C13 1.663, C15 1.646, H25 1.172, H26 1.191
15 C -2.112 -2.434 0.001  C14 1.646, C16 1.669, H27 1.179, H28 1.188
16 C -2.835 -2.298 -1.497  C15 1.669, N17 1.531, H29 1.192, H30 1.184
17 N -1.893 -2.692 -2.638  C16 1.531, H31 1.055, H32 1.059
18 H -1.428 2.774 0.592  C1 1.188
19 H -0.540 1.578 1.886  C1 1.178
20 H -0.156 3.423 1.828  C1 1.193
21 H -2.636 4.046 2.582  C2 1.171
22 H -4.760 0.814 4.928  S5 1.411
23 H -1.702 -0.040 0.969  C13 1.194
24 H -2.064 -0.638 2.805  C13 1.194
25 H -3.542 -2.590 1.903  C14 1.172
26 H -4.173 -1.492 0.504  C14 1.191
27 H -1.062 -1.898 0.022  C15 1.179
28 H -1.901 -3.569 0.282  C15 1.188
29 H -3.141 -1.150 -1.599  C16 1.192
30 H -3.792 -2.993 -1.452  C16 1.184
31 H -1.082 -2.018 -2.670  N17 1.055
32 H -2.441 -2.523 -3.529  N17 1.059
33 Br 1.538 -0.665 -3.882  C34 1.951
34 C 1.289 -2.187 -5.077  Br33 1.951, C35 1.511, H37 1.094, H38 1.094
35 C 1.055 -1.733 -6.499  C34 1.511, Br36 1.951, H39 1.094, H40 1.093
36 Br -0.765 -1.075 -6.740  C35 1.951
37 H 0.466 -2.781 -4.670  C34 1.094
38 H 2.217 -2.761 -5.002  C34 1.094
39 H 1.148 -2.574 -7.192  C35 1.094
40 H 1.729 -0.932 -6.815  C35 1.093
41 Br 1.077 -1.643 0.767  C42 1.951
42 C 2.665 -2.062 -0.285  Br41 1.951, C43 1.511, H45 1.094, H46 1.094
43 C 3.922 -1.607 0.418  C42 1.511, Br44 1.951, H47 1.094, H48 1.093
44 Br 4.162 0.322 0.259  C43 1.951
45 H 2.527 -1.604 -1.268  C42 1.094
46 H 2.655 -3.151 -0.392  C42 1.094
47 H 4.807 -2.043 -0.053  C43 1.094
48 H 3.932 -1.842 1.486  C43 1.093
49 Br 4.260 -0.755 -6.143  C50 1.951
50 C 5.306 -0.671 -4.499  Br49 1.951, C51 1.511, H53 1.094, H54 1.094
51 C 6.444 -1.665 -4.523  C50 1.511, Br52 1.951, H55 1.094, H56 1.093
52 Br 5.808 -3.477 -4.184  C51 1.951
53 H 4.611 -0.828 -3.670  C50 1.094
54 H 5.689 0.352 -4.457  C50 1.094
55 H 7.154 -1.458 -3.718  C51 1.094
56 H 6.980 -1.688 -5.476  C51 1.093
57 Br -7.405 8.477 3.649  C58 1.951
58 C -6.069 7.621 2.514  Br57 1.951, C59 1.511, H61 1.094, H62 1.094
59 C -5.547 6.352 3.146  C58 1.511, Br60 1.951, H63 1.094, H64 1.093
60 Br -4.278 6.744 4.575  C59 1.951
61 H -5.289 8.364 2.324  C58 1.094
62 H -6.590 7.401 1.579  C58 1.094
63 H -4.982 5.763 2.418  C59 1.094
64 H -6.333 5.728 3.580  C59 1.093
65 Br 5.192 -3.147 3.742  C66 1.951
66 C 6.983 -3.879 3.487  Br65 1.951, C67 1.511, H69 1.094, H70 1.094
67 C 7.717 -3.155 2.383  C66 1.511, Br68 1.951, H71 1.094, H72 1.093
68 Br 7.089 -3.722 0.625  C67 1.951
69 H 6.866 -4.950 3.300  C66 1.094
70 H 7.488 -3.735 4.446  C66 1.094
71 H 8.782 -3.406 2.399  C67 1.094
72 H 7.604 -2.068 2.427  C67 1.093

Atomic charges from the Löwdin analysis, expressed in e, are listed below: -0.046 -0.210 -0.124 -0.586 0.832 -0.260 0.943 -0.336 -0.295 -0.140 -0.380 -0.071 -0.089 -0.173 -0.236 -0.274 -0.059 0.113 0.085 0.109 0.155 -0.063 0.108 0.133 0.123 0.118 -0.055 0.121 0.121 0.128 0.038 0.069 0.629 -0.684 -0.732 0.603 0.045 0.041 0.065 -0.022 0.727 -0.657 -0.717 0.592 -0.007 0.069 0.000 -0.010 0.688 -0.669 -0.685 0.594 0.021 0.066 0.060 0.054 0.592 -0.692 -0.703 0.603 0.053 0.060 0.017 0.060 0.639 -0.685 -0.679 0.631 0.055 0.060 0.059 0.057

---

ORCA calculation (the ωB97M-V functional and the def2-TZVPD basis) on C7H7FO in the gas phase at a distorted geometry.

<S²>	2.06
gap between HOMO and LUMO (alpha / beta)	0.2755 / 0.2877	Ha
spin multiplicity	3

Last columns: bonded neighbours and bond lengths (Å).
Element x y z (Å)
1 C 0.599 1.677 -0.149  C2 1.369, C3 1.395, H10 1.188
2 C -0.752 1.793 0.043  C1 1.369, C4 1.441, H11 1.103
3 C 1.455 0.594 0.053  C1 1.395, C5 1.326, H12 1.047
4 C -1.950 0.995 -0.022  C2 1.441, C6 1.350, H13 1.105
5 C 1.182 -0.696 -0.086  C3 1.326, C7 1.403
6 C -2.009 -0.353 -0.071  C4 1.350, O8 1.257, F9 1.358
7 C 1.415 -2.077 0.009  C5 1.403, H14 1.094, H15 1.087, H16 1.056
8 O -0.999 -1.101 -0.081  C6 1.257
9 F -3.208 -0.989 -0.033  C6 1.358
10 H 1.220 2.689 -0.154  C1 1.188
11 H -0.911 2.884 0.085  C2 1.103
12 H 2.429 0.884 0.307  C3 1.047
13 H -2.986 1.359 0.104  C4 1.105
14 H 1.887 -2.611 -0.820  C7 1.094
15 H 0.499 -2.655 0.095  C7 1.087
16 H 2.130 -2.391 0.720  C7 1.056

Atomic charges from the natural (NBO) analysis, expressed in e, are listed below: -0.119 -0.180 -0.386 -0.339 0.332 0.779 -0.769 -0.584 -0.333 0.205 0.216 0.200 0.230 0.256 0.266 0.226

---

ORCA calculation (the ωB97M-V functional and the def2-TZVPD basis) on C16H18F3N3O3 in the gas phase at a distorted geometry.

ΔE to the lowest compared entry with this formula, charge and spin	40.5	kcal/mol
SMILES	CCC1=NN(C(=O)C(=O)NCCc2ccccc2)[C@](O)(C(F)(F)F)C1
gap between HOMO and LUMO	0.3509	Ha
spin multiplicity	1

Last columns: bonded neighbours and bond lengths (Å).
Element x y z (Å)
1 C 4.257 -3.272 0.161  C2 1.529, H26 1.087, H27 1.087, H28 1.087
2 C 3.466 -2.795 1.379  C1 1.529, C3 1.484, H29 1.093, H30 1.090
3 C 2.187 -2.149 0.993  C2 1.484, N4 1.268, C25 1.507
4 N 1.899 -0.955 1.309  C3 1.268, N5 1.370
5 N 0.668 -0.603 0.823  N4 1.370, C6 1.361, C19 1.490
6 C 0.226 0.655 1.097  N5 1.361, O7 1.215, C8 1.537
7 O 0.840 1.402 1.833  C6 1.215
8 C -1.028 1.200 0.394  C6 1.537, O9 1.225, N10 1.333
9 O -1.623 0.654 -0.527  C8 1.225
10 N -1.365 2.378 0.920  C8 1.333, C11 1.440, H31 1.016
11 C -2.229 3.306 0.237  N10 1.440, C12 1.543, H32 1.092, H33 1.092
12 C -1.402 4.222 -0.689  C11 1.543, C13 1.503, H34 1.092, H35 1.090
13 C -0.588 3.365 -1.616  C12 1.503, C14 1.390, C18 1.389
14 C 0.689 2.954 -1.251  C13 1.390, C15 1.384, H36 1.081
15 C 1.389 2.052 -2.032  C14 1.384, C16 1.383, H37 1.080
16 C 0.821 1.550 -3.190  C15 1.383, C17 1.385, H38 1.080
17 C -0.443 1.969 -3.571  C16 1.385, C18 1.382, H39 1.080
18 C -1.143 2.868 -2.788  C13 1.389, C17 1.382, H40 1.081
19 C 0.009 -1.757 0.149  N5 1.490, O20 1.363, C21 1.556, C25 1.540
20 O -0.398 -1.523 -1.130  C19 1.363, H41 0.996
21 C -1.156 -2.218 1.071  C19 1.556, F22 1.337, F23 1.335, F24 1.346
22 F -1.793 -3.273 0.553  C21 1.337
23 F -2.076 -1.280 1.313  C21 1.335
24 F -0.691 -2.603 2.274  C21 1.346
25 C 1.115 -2.828 0.181  C3 1.507, C19 1.540, H42 1.089, H43 1.091
26 H 3.710 -4.039 -0.382  C1 1.087
27 H 4.454 -2.441 -0.511  C1 1.087
28 H 5.207 -3.690 0.481  C1 1.087
29 H 3.243 -3.650 2.023  C2 1.093
30 H 4.049 -2.073 1.950  C2 1.090
31 H -0.717 2.733 1.617  N10 1.016
32 H -2.929 2.715 -0.359  C11 1.092
33 H -2.778 3.894 0.974  C11 1.092
34 H -0.748 4.851 -0.081  C12 1.092
35 H -2.086 4.862 -1.247  C12 1.090
36 H 1.140 3.336 -0.345  C14 1.081
37 H 2.375 1.733 -1.726  C15 1.080
38 H 1.359 0.834 -3.792  C16 1.080
39 H -0.889 1.583 -4.475  C17 1.080
40 H -2.136 3.178 -3.080  C18 1.081
41 H -0.994 -0.725 -1.146  O20 0.996
42 H 0.785 -3.766 0.625  C25 1.089
43 H 1.442 -3.018 -0.843  C25 1.091

Atomic charges from the natural (NBO) analysis, expressed in e, are listed below: -0.598 -0.443 0.278 -0.209 -0.305 0.593 -0.577 0.622 -0.649 -0.579 -0.218 -0.428 -0.035 -0.236 -0.200 -0.216 -0.216 -0.157 0.328 -0.708 0.940 -0.317 -0.316 -0.330 -0.486 0.203 0.211 0.218 0.218 0.234 0.431 0.226 0.209 0.210 0.221 0.219 0.216 0.215 0.213 0.201 0.519 0.245 0.255

---

> spin multiplicity of number 2 (C18H35Br10F2NO4S2)?

1

---

> Which of these has the highest spin multiplicity?

C7H7FO

---

> The highest spin multiplicity belongs to which entry?

C7H7FO